# 1
85
Properties=species:S:1:pos:R:3:forces:R:3:mulliken_charge:R:1 method="wB97M-V/def2-TZVPD" energy_ha=-1320.75725 spin_multiplicity=1 charge=-1
C 2.37599 -0.61901 3.09939 -0.44 -0.10 -0.76 -0.813
C 1.85185 -0.90334 1.67702 1.00 0.95 0.03 -0.419
O 0.64191 -0.22121 1.43383 -0.13 -0.88 0.16 -0.341
C -0.06018 -0.83981 0.37331 -0.80 0.73 -0.14 0.173
N -1.44861 -0.37098 0.50350 1.44 1.59 1.17 0.365
N -1.90349 -0.80329 1.79386 -1.63 -2.49 -1.33 -0.531
C -3.10677 -0.39833 2.02795 0.64 0.76 -0.08 0.471
C -4.12955 -1.43496 2.45314 0.94 0.15 1.13 -1.117
C -3.44757 1.06981 1.84562 0.02 -0.22 -1.03 -0.865
C 0.55198 -0.44112 -1.00498 0.09 -0.32 -0.98 0.177
O 1.12934 -1.37185 -1.62302 -0.12 -0.04 0.48 -0.755
O 0.41122 0.73739 -1.38929 -0.14 -0.05 0.41 -0.713
H 1.55146 -0.39277 3.77776 0.03 -0.22 0.02 0.392
H 3.03474 0.24992 3.06166 0.08 -0.12 0.25 0.285
H 2.90957 -1.52022 3.40848 0.14 0.27 0.35 0.019
H 2.60253 -0.49134 0.98455 -0.03 -0.33 -0.11 0.256
H 1.81346 -1.97783 1.47150 -0.47 0.04 0.09 0.401
H -0.09512 -1.93165 0.50752 0.53 0.06 0.03 0.148
H -2.01323 -0.89340 -0.15260 -0.03 0.08 -0.06 0.195
H -4.28152 -1.41713 3.54002 -0.53 0.04 -0.15 0.246
H -3.71507 -2.41150 2.20617 -0.02 0.04 0.05 0.347
H -5.05505 -1.32034 1.88797 -0.04 0.30 0.23 0.312
H -4.10363 1.24503 0.98404 -0.21 0.17 0.30 0.164
H -2.51546 1.59339 1.63078 -0.04 -0.13 -0.04 0.217
H -3.85252 1.52096 2.75563 -0.33 -0.35 -0.03 0.406
C -2.78589 0.07353 -7.45148 0.05 -0.14 -0.09 -1.206
C -3.18566 -1.11490 -6.58245 -0.12 0.10 -0.01 -0.433
C -3.47412 -0.72983 -5.13221 0.02 -0.05 0.08 -0.952
C -2.28265 -0.14125 -4.37098 0.01 -0.02 -0.13 0.101
C -1.04583 -1.03538 -4.30918 0.03 0.10 0.14 -0.564
C -1.28839 -2.34920 -3.57817 0.05 -0.08 -0.20 -1.093
H -1.86793 0.54203 -7.09510 -0.02 0.02 0.02 0.294
H -2.61251 -0.24691 -8.48149 -0.01 0.06 -0.01 0.382
H -3.57487 0.82934 -7.46301 0.03 0.03 0.03 0.288
H -2.40505 -1.87883 -6.62447 0.01 0.01 0.05 0.258
H -4.08493 -1.57329 -7.00697 0.02 -0.03 0.00 0.395
H -3.84621 -1.61157 -4.60164 0.02 0.00 0.00 0.340
H -4.29361 -0.00159 -5.11490 -0.01 -0.01 -0.04 0.392
H -2.60429 0.08931 -3.35042 0.06 0.02 0.01 0.049
H -2.00261 0.81659 -4.81876 -0.03 0.02 0.04 0.256
H -0.25153 -0.49251 -3.79020 -0.02 -0.05 0.05 0.286
H -0.66963 -1.23880 -5.31821 -0.05 0.01 -0.03 0.401
H -1.60954 -2.16115 -2.55182 0.03 -0.03 0.02 0.011
H -0.36731 -2.92956 -3.53705 0.00 0.03 0.15 0.351
H -2.04848 -2.96223 -4.07370 -0.04 0.03 0.01 0.450
C -1.49134 3.02101 -2.64346 -0.07 0.03 -0.01 -0.890
C -1.75810 4.12764 -1.63032 0.00 -0.07 -0.09 -0.680
C -2.88675 3.78495 -0.66015 0.02 0.12 0.09 0.012
C -4.25706 3.58055 -1.30907 0.06 -0.08 -0.04 -0.473
C -4.77292 4.76861 -2.11960 -0.11 -0.02 0.12 -0.508
C -4.98529 6.02437 -1.27906 -0.02 0.04 -0.19 -1.228
H -2.36289 2.83476 -3.27786 -0.01 0.06 -0.01 0.220
H -0.66160 3.29503 -3.29769 0.02 -0.09 0.00 0.448
H -1.22452 2.09210 -2.13523 0.11 0.01 -0.05 0.146
H -1.97337 5.06732 -2.15329 -0.04 0.03 0.06 0.292
H -0.84643 4.30245 -1.05338 -0.01 -0.02 0.01 0.421
H -2.95597 4.57473 0.09644 -0.05 -0.01 0.01 0.346
H -2.61982 2.87357 -0.11838 0.05 0.03 -0.11 -0.408
H -4.98197 3.34568 -0.52080 -0.03 0.03 -0.02 0.473
H -4.22319 2.70009 -1.95718 0.03 0.00 0.01 0.175
H -5.72668 4.48829 -2.57770 0.02 0.01 -0.03 0.396
H -4.09243 4.98980 -2.94587 0.04 -0.04 0.02 0.253
H -5.70424 5.83736 -0.47785 0.04 0.00 0.04 0.282
H -5.37763 6.83430 -1.89843 -0.01 0.03 0.06 0.393
H -4.05354 6.37269 -0.83200 -0.01 -0.02 0.03 0.288
C 6.33417 -1.77407 2.79798 0.05 -0.13 -0.04 -1.083
C 5.95760 -2.97087 3.66597 -0.07 0.13 -0.01 -0.468
C 5.53141 -2.57910 5.08081 0.01 -0.11 0.04 -0.370
C 6.61397 -1.88773 5.91234 0.01 0.06 -0.09 -0.848
C 7.90414 -2.68802 6.08659 -0.07 0.00 0.14 -0.395
C 7.69998 -4.00494 6.82992 0.17 0.02 -0.08 -1.185
H 7.18711 -1.22948 3.20757 -0.01 0.02 0.00 0.313
H 6.60651 -2.10449 1.79455 -0.02 0.07 -0.02 0.378
H 5.49535 -1.08164 2.70768 0.02 0.02 0.01 0.176
H 6.79326 -3.67646 3.70144 -0.02 -0.02 0.03 0.342
H 5.13001 -3.50271 3.18922 0.01 -0.02 0.01 0.377
H 5.18502 -3.47479 5.60543 0.00 0.02 0.02 0.342
H 4.66466 -1.91494 5.01933 0.01 0.00 -0.02 0.157
H 6.19897 -1.66135 6.90007 0.03 -0.01 0.01 0.401
H 6.85679 -0.92152 5.46129 -0.02 0.00 0.00 0.320
H 8.61788 -2.07656 6.64635 0.02 0.00 -0.03 0.359
H 8.36691 -2.88205 5.11528 -0.03 0.02 -0.02 0.247
H 7.28699 -3.82772 7.82539 -0.05 -0.02 -0.02 0.288
H 8.65290 -4.52405 6.95063 -0.04 -0.04 0.04 0.377
H 7.02681 -4.67299 6.29140 -0.02 0.00 0.02 0.289

***

# 2
39
Properties=species:S:1:pos:R:3:forces:R:3:mulliken_charge:R:1 method="wB97M-V/def2-TZVPD" spin_multiplicity=1 relative_energy_kcal_mol=90.54 smiles=CC[C@H](C)NCN.O.O.O.O.O.O
C -0.84389 0.92130 3.12082 0.15 -2.69 3.18 -0.851
C -0.44957 1.56821 1.89233 -0.36 3.31 -2.25 -0.775
C 0.51668 0.79599 0.90043 -3.00 2.10 0.31 0.900
C 1.15244 1.84039 0.06066 3.83 0.67 1.30 -2.311
N -0.26613 -0.04840 -0.03504 0.52 -0.15 0.59 0.638
C 0.48163 -1.16857 -0.49813 -0.95 -1.51 -3.34 0.230
N 0.43732 -2.38569 0.32591 0.76 0.12 -1.08 -0.466
H -0.46479 -0.18025 2.89017 -1.90 1.43 1.22 0.140
H -0.18118 1.19318 4.05538 -1.46 -0.29 -1.73 0.275
H -1.99847 1.14383 3.33265 2.68 -1.24 -0.04 0.259
H -1.44632 1.84914 1.40167 1.56 -0.53 -0.31 0.168
H -0.06080 2.61312 2.15134 0.03 -1.32 -0.69 0.395
H 1.26144 0.27937 1.47644 0.38 -0.58 0.29 0.290
H 0.69810 2.72931 -0.25655 -1.71 0.89 -0.10 0.569
H 2.04594 2.27415 0.58354 -0.65 -0.28 0.22 0.452
H 1.68745 1.45096 -0.75359 0.39 -0.96 -1.58 0.647
H -1.13057 -0.41090 0.32103 -0.49 0.54 0.46 -0.262
H -0.01628 -1.53773 -1.56665 1.62 1.15 2.76 0.211
H 1.50814 -0.78234 -0.68744 -0.92 -0.60 0.18 -1.081
H 0.04441 -3.12473 -0.26708 0.05 0.28 1.11 0.331
H -0.08253 -2.19127 1.14744 -0.80 -0.38 0.83 0.376
O 0.43202 -0.16115 -2.99318 0.74 0.43 0.40 -0.570
H 0.32099 0.80435 -2.97719 -0.21 -0.34 -0.91 0.353
H 0.12811 -0.56795 -3.79580 -0.23 0.36 -0.73 0.247
O 3.24159 -0.40126 -2.05410 -0.71 -1.85 2.11 -0.682
H 3.05994 -1.05805 -1.25850 0.66 2.04 -2.83 0.359
H 2.37950 -0.33187 -2.52129 0.45 -0.26 0.41 0.404
O -3.00073 -0.32257 -1.28993 0.56 -0.79 0.17 -0.647
H -2.96469 -0.33912 -2.24775 -0.52 0.78 0.05 0.256
H -3.52422 0.35589 -0.86576 -0.15 0.59 -0.84 0.320
O -0.92882 2.24078 -2.25880 0.57 -0.17 -0.08 -0.698
H -0.21930 2.74001 -1.83488 -0.29 0.31 -0.18 0.382
H -0.76681 1.37238 -1.85955 -0.69 -0.20 0.59 0.185
O -3.17589 -1.95780 0.66619 -0.26 -0.34 0.66 -0.683
H -3.69077 -1.55141 -0.03946 0.17 -0.22 -0.01 0.386
H -2.27637 -1.76248 0.40026 -0.02 -0.23 -0.11 0.312
O 2.79940 -1.98163 2.15902 5.38 1.50 -0.91 -0.683
H 3.33688 -1.77675 1.30086 -1.61 -0.67 2.49 0.309
H 1.95612 -2.13044 1.87450 -3.59 -0.90 -1.60 0.312